Entry 1:
Molecular formula: C50H58BrN8O9
Method: DFT, ωB97M-V with the def2-TZVPD basis set

**Gap between HOMO and LUMO**: 8.5089 eV
**Charge**: -1

```
126
Properties=species:S:1:pos:R:3:mulliken_charge:R:1
Br 0.31 0.06 0.59 -0.71
N 3.07 3.02 -5.31 -0.63
C 3.19 3.76 -4.22 -0.37
C 2.34 3.63 -3.07 -0.29
C 1.41 2.64 -3.07 0.34
C 1.31 1.82 -4.19 -0.41
C 2.14 2.01 -5.27 -0.49
H 3.83 4.65 -4.21 0.33
H 2.46 4.28 -2.22 0.30
H 0.75 2.42 -2.21 0.37
H 0.54 1.04 -4.18 0.42
H 2.00 1.41 -6.16 0.40
N -3.34 0.60 -3.15 -0.21
C -3.44 0.04 -1.95 -0.13
C -4.51 -0.77 -1.62 -0.08
C -5.50 -0.96 -2.57 -0.73
C -5.42 -0.36 -3.82 -0.36
C -4.34 0.48 -4.02 -0.68
H -2.66 0.35 -1.28 0.63
H -4.62 -1.21 -0.64 0.38
H -6.32 -1.62 -2.27 0.38
H -6.20 -0.47 -4.56 0.44
H -4.25 1.05 -4.95 0.35
N -1.12 -3.33 -4.47 -0.67
C -1.38 -2.13 -3.96 -0.47
C -0.59 -1.53 -2.96 -0.28
C 0.49 -2.24 -2.46 0.16
C 0.74 -3.53 -2.96 -0.42
C -0.09 -4.03 -3.95 -0.66
H -2.23 -1.57 -4.32 0.32
H -0.80 -0.54 -2.57 0.58
H 1.12 -1.90 -1.63 0.55
H 1.53 -4.18 -2.56 0.34
H 0.02 -5.01 -4.34 0.46
N -2.06 4.99 -2.43 -0.59
C -1.74 3.87 -1.72 -0.40
C -1.23 3.91 -0.44 -0.34
C -1.07 5.15 0.23 -0.73
C -1.30 6.30 -0.54 -0.61
C -1.76 6.18 -1.88 -0.44
H -1.98 2.88 -2.15 0.60
H -1.01 3.00 0.05 0.97
H -0.72 5.21 1.25 0.77
H -1.21 7.33 -0.19 0.36
H -2.06 7.01 -2.50 0.41
N 0.86 -5.31 0.45 -0.30
C 1.63 -6.40 0.22 -0.49
C 3.02 -6.29 0.05 -0.37
C 3.63 -5.03 0.14 -0.58
C 2.81 -3.93 0.44 -0.19
C 1.44 -4.11 0.57 -0.25
H 1.13 -7.35 0.24 0.46
H 3.60 -7.17 -0.25 0.37
H 4.66 -4.93 -0.20 0.39
H 3.25 -2.94 0.54 0.31
H 0.78 -3.29 0.74 0.66
N -0.76 4.56 5.44 -0.63
C -1.63 5.25 4.64 -0.24
C -2.34 4.72 3.59 -0.68
C -2.16 3.37 3.32 0.00
C -1.32 2.61 4.10 0.15
C -0.63 3.27 5.12 -0.58
H -1.67 6.30 4.90 0.38
H -3.02 5.38 3.03 0.42
H -2.70 2.89 2.48 0.43
H -1.14 1.54 3.99 0.15
H 0.05 2.72 5.74 0.60
C -2.48 -3.76 2.04 -1.10
C -3.24 -3.49 0.75 1.28
C -2.43 -3.32 -0.52 0.41
O -3.29 -3.80 -1.58 -0.31
C -4.18 -4.70 -0.99 0.48
O -5.02 -5.33 -1.61 -0.61
O -4.06 -4.70 0.36 -0.46
H -1.74 -4.57 2.01 0.34
H -3.16 -3.95 2.88 0.43
H -2.04 -2.77 2.32 -0.10
H -3.98 -2.64 0.81 -0.18
H -1.53 -3.95 -0.49 0.13
H -2.13 -2.33 -0.81 -0.34
C 4.15 0.98 -1.47 -1.34
C 4.40 -0.46 -1.76 1.32
C 4.02 -0.98 -3.12 0.17
O 4.94 -1.99 -3.41 -0.40
C 6.04 -1.71 -2.71 0.59
O 7.09 -2.27 -2.85 -0.60
O 5.85 -0.72 -1.83 -0.50
H 4.67 1.38 -0.62 0.43
H 3.09 1.12 -1.33 0.10
H 4.46 1.61 -2.29 0.35
H 4.12 -1.02 -0.87 -0.33
H 4.08 -0.24 -3.92 0.23
H 2.99 -1.29 -3.23 -0.09
C 2.10 -2.67 3.60 -1.02
C 1.86 -1.72 4.73 0.52
C 1.54 -0.33 4.18 0.46
O 0.65 0.19 5.19 -0.23
C 0.17 -0.88 5.89 0.54
O -0.65 -0.69 6.76 -0.60
O 0.77 -2.03 5.55 -0.39
H 1.27 -2.70 2.89 -0.12
H 2.29 -3.68 3.95 0.42
H 2.95 -2.32 3.01 0.38
H 2.75 -1.68 5.34 0.28
H 1.07 -0.38 3.19 -0.39
H 2.41 0.29 4.12 0.20
N 2.58 2.52 1.01 0.99
C 3.70 2.69 1.84 -0.76
C 4.21 3.97 1.58 -0.75
C 3.33 4.60 0.63 -1.08
C 2.32 3.69 0.37 0.02
H 1.81 1.85 1.13 -0.49
H 4.01 1.90 2.48 0.52
H 5.03 4.52 2.03 0.43
H 3.41 5.58 0.20 0.49
H 1.43 3.74 -0.25 0.47
N -2.58 -0.12 2.05 3.24
C -2.73 -0.61 3.31 -0.68
C -4.06 -0.48 3.64 -1.20
C -4.70 0.23 2.58 -1.13
C -3.75 0.34 1.60 -1.05
H -1.74 -0.10 1.47 -1.48
H -1.90 -1.02 3.88 0.52
H -4.47 -0.70 4.61 0.50
H -5.70 0.64 2.61 0.48
H -3.76 0.70 0.59 0.86
```

Entry 2:
Molecular formula: C50H59BrN4OP3PtS
Method: DFT, ωB97M-V with the def2-TZVPD basis set

**Gap between HOMO and LUMO**: 6.7109 eV
**Charge**: +1
**Relative energy (zero: lowest compared OMol25 entry of this formula, charge and spin)**: 0.0 kJ/mol

```
120
Properties=species:S:1:pos:R:3:mulliken_charge:R:1
Pt 0.10 0.33 0.24 1.06
Br -1.76 -1.73 -0.38 0.15
C -3.16 -0.43 -0.24 0.73
C -4.44 -0.92 -0.22 -0.79
C -5.52 -0.03 -0.13 -1.03
C -5.30 1.32 -0.09 -0.85
C -3.98 1.84 -0.10 0.77
C -3.75 3.23 -0.02 -0.98
C -2.48 3.73 -0.02 -0.91
C -1.38 2.85 -0.09 0.01
C -1.54 1.49 -0.12 -0.74
C -2.86 0.95 -0.17 1.02
H -4.61 -1.98 -0.27 0.52
H -6.53 -0.42 -0.10 0.45
H -6.12 2.02 -0.05 0.42
H -4.60 3.89 0.05 0.42
H -2.31 4.79 0.04 0.45
H -0.38 3.28 -0.10 0.41
C 3.24 -3.42 6.76 -0.62
S 3.41 -4.23 5.15 -0.09
C 4.39 -2.96 4.28 -1.19
C 3.55 -1.85 3.65 0.91
C 2.54 -2.43 2.66 -0.68
N 1.72 -1.45 1.91 0.54
P 0.40 -0.54 2.49 -0.34
C 0.86 0.01 4.16 0.02
C 0.47 -0.68 5.30 -0.16
C 0.84 -0.21 6.55 -0.84
C 1.59 0.95 6.67 -0.55
C 1.96 1.65 5.53 -0.77
C 1.59 1.19 4.28 0.00
C -0.99 -1.65 2.83 0.71
C -2.20 -0.98 3.02 -0.43
C -3.38 -1.68 3.17 -0.68
C -3.36 -3.07 3.15 -0.60
C -2.16 -3.74 2.98 -0.89
C -0.98 -3.04 2.80 -0.11
P 2.17 -0.82 0.38 -0.49
C 3.87 -0.27 0.67 0.70
C 4.96 -1.14 0.62 -0.52
C 6.21 -0.70 1.00 -0.71
C 6.39 0.61 1.43 -0.58
C 5.32 1.49 1.46 -0.86
C 4.06 1.05 1.08 -0.36
C 2.39 -2.24 -0.72 1.22
C 3.12 -2.04 -1.89 -0.70
C 3.29 -3.08 -2.79 -0.72
C 2.71 -4.32 -2.52 -0.83
C 1.95 -4.51 -1.38 -0.65
C 1.78 -3.46 -0.48 -0.19
H 2.59 -4.05 7.36 0.36
H 2.79 -2.44 6.64 0.02
H 4.21 -3.34 7.23 0.31
H 4.95 -3.50 3.51 0.48
H 5.10 -2.55 5.00 0.55
H 4.22 -1.15 3.14 -0.36
H 3.03 -1.30 4.43 -0.29
H 1.88 -3.10 3.21 0.25
H 3.07 -3.03 1.92 0.42
H -0.12 -1.59 5.22 0.53
H 0.54 -0.76 7.44 0.48
H 1.88 1.31 7.65 0.41
H 2.53 2.57 5.63 0.46
H 1.87 1.75 3.39 0.39
H -2.21 0.11 3.02 0.42
H -4.32 -1.15 3.30 0.47
H -4.28 -3.63 3.27 0.40
H -2.15 -4.82 2.97 0.45
H -0.05 -3.58 2.64 0.24
H 4.83 -2.16 0.27 0.41
H 7.05 -1.38 0.97 0.46
H 7.37 0.94 1.74 0.43
H 5.47 2.52 1.76 0.48
H 3.21 1.73 1.10 0.47
H 3.57 -1.07 -2.08 0.39
H 3.87 -2.93 -3.69 0.46
H 2.85 -5.14 -3.22 0.43
H 1.48 -5.46 -1.19 0.45
H 1.16 -3.59 0.40 0.24
O 0.11 -0.08 -2.18 0.82
P 0.16 0.04 -3.66 -1.67
N 0.15 -1.43 -4.41 0.81
C 0.16 -1.57 -5.88 -0.60
C -0.77 -2.75 -6.17 -0.85
C -0.60 -3.60 -4.92 -0.66
C -0.61 -2.55 -3.82 0.35
N 1.54 0.84 -4.11 0.52
C 1.99 1.13 -5.47 -0.36
C 3.36 1.76 -5.22 -0.82
C 3.11 2.62 -3.99 -0.66
C 2.16 1.76 -3.14 0.67
N -1.12 0.90 -4.32 -0.01
C -2.45 0.27 -4.24 0.20
C -3.46 1.44 -4.30 -0.69
C -2.61 2.68 -4.59 -0.81
C -1.25 2.32 -3.99 0.06
H 1.17 -1.81 -6.22 0.31
H -0.17 -0.65 -6.37 0.39
H -0.48 -3.27 -7.09 0.42
H -1.80 -2.42 -6.27 0.25
H 0.36 -4.12 -4.94 0.25
H -1.40 -4.34 -4.78 0.42
H -0.14 -2.88 -2.90 -0.63
H -1.64 -2.27 -3.59 0.11
H 1.33 1.85 -5.98 0.30
H 2.06 0.23 -6.06 0.15
H 3.72 2.32 -6.08 0.42
H 4.09 0.97 -4.99 0.29
H 2.62 3.55 -4.29 0.33
H 4.02 2.87 -3.45 0.39
H 1.42 2.37 -2.61 -0.14
H 2.71 1.19 -2.39 -0.50
H -2.58 -0.29 -3.30 -0.20
H -2.57 -0.42 -5.07 0.06
H -3.97 1.54 -3.34 0.12
H -4.21 1.27 -5.06 0.43
H -3.02 3.58 -4.15 0.40
H -2.50 2.82 -5.67 0.33
H -1.27 2.48 -2.90 -0.24
H -0.43 2.89 -4.42 0.18
```

Entry 3:
Molecular formula: C50H59CoF5N5O7PSe
Method: DFT, ωB97M-V with the def2-TZVPD basis set

**Gap between HOMO and LUMO (spin up / spin down)**: 4.7201 / 4.7242 eV
**Charge**: -2
**Spin multiplicity**: 2
**Expectation value of S²**: 0.77
**Relative energy (zero: lowest compared OMol25 entry of this formula, charge and spin)**: 3.4 kJ/mol

```
129
Properties=species:S:1:pos:R:3:lowdin_spin:R:1
Co -0.48 0.08 -0.05 1.02
C -6.61 10.24 -5.80 0.00
O -5.91 10.33 -4.58 0.00
C -5.19 9.23 -4.19 0.00
C -5.04 8.07 -4.94 0.00
C -4.28 7.02 -4.44 0.00
C -3.69 7.09 -3.18 0.00
C -3.87 8.26 -2.43 0.00
C -4.61 9.31 -2.93 0.00
N -2.96 6.03 -2.61 0.00
N -2.55 5.19 -3.46 0.00
C -2.04 4.01 -3.00 0.00
C -1.32 3.24 -3.94 0.00
C -0.70 2.05 -3.66 0.00
C -0.80 1.48 -2.37 0.00
O -0.27 0.41 -2.00 0.00
C -1.66 2.18 -1.41 0.00
N -1.83 1.50 -0.25 -0.01
C -2.70 1.98 0.62 0.00
C -3.33 3.22 0.43 0.00
C -3.04 3.97 -0.68 0.00
C -2.23 3.42 -1.70 0.00
H -7.16 11.16 -5.91 0.00
H -7.30 9.39 -5.81 0.00
H -5.92 10.13 -6.65 0.00
H -5.50 7.98 -5.92 0.00
H -4.15 6.11 -5.01 0.00
H -3.43 8.30 -1.44 0.00
H -4.75 10.22 -2.36 0.00
H -1.24 3.67 -4.94 0.00
H -0.16 1.50 -4.42 0.00
H -2.82 1.41 1.53 0.00
H -3.97 3.61 1.21 0.00
H -3.45 4.96 -0.82 0.00
C -1.14 -0.45 2.85 0.00
C -0.31 0.38 1.89 -0.04
O 1.11 0.24 2.20 0.00
H -0.56 -0.67 3.76 0.00
H -1.45 -1.37 2.38 0.00
H -2.02 0.11 3.18 0.00
F 0.54 -4.53 -8.05 0.00
C 0.02 -3.97 -6.94 0.00
C -1.19 -3.31 -6.99 0.00
F -1.86 -3.24 -8.16 0.00
C -1.72 -2.74 -5.84 0.00
F -2.90 -2.13 -5.96 0.00
C -1.07 -2.80 -4.60 0.00
Se -1.82 -2.05 -3.04 0.00
C 0.16 -3.47 -4.60 0.00
F 0.89 -3.56 -3.48 0.00
C 0.69 -4.04 -5.74 0.00
F 1.88 -4.69 -5.69 0.00
O -0.32 1.78 2.29 0.00
P 1.40 1.84 2.58 0.00
C 1.97 2.75 1.04 0.00
C 2.20 1.94 -0.23 0.01
C 2.42 2.88 -1.41 0.00
C 3.60 3.86 -1.19 0.00
C 4.23 3.68 0.19 0.00
C 3.17 3.72 1.30 0.00
C 1.15 3.36 3.68 0.00
C 0.78 2.97 5.13 0.00
C -0.70 2.64 5.28 0.00
C -1.59 3.84 4.86 0.00
C -0.78 4.95 4.18 0.00
C 0.13 4.37 3.10 0.00
C 2.98 1.27 3.48 0.00
C 4.07 0.76 2.51 0.00
C 3.85 -0.63 1.90 0.00
C 3.36 -1.65 2.95 0.00
C 3.50 -1.11 4.36 0.00
C 2.69 0.17 4.55 0.00
H 1.10 3.38 0.82 0.00
H 1.34 1.34 -0.45 0.01
H 3.05 1.27 -0.11 0.00
H 1.50 3.45 -1.55 0.00
H 2.57 2.29 -2.32 0.00
H 3.25 4.89 -1.30 0.00
H 4.37 3.71 -1.95 0.00
H 4.97 4.47 0.37 0.00
H 4.76 2.73 0.22 0.00
H 2.79 4.74 1.37 0.00
H 3.66 3.50 2.25 0.00
H 2.13 3.83 3.70 0.00
H 1.04 3.80 5.79 0.00
H 1.38 2.12 5.45 0.00
H -0.92 2.36 6.31 0.00
H -0.91 1.78 4.65 0.00
H -2.11 4.25 5.73 0.00
H -2.35 3.50 4.15 0.00
H -0.20 5.50 4.92 0.00
H -1.47 5.67 3.71 0.00
H 0.67 5.18 2.60 0.00
H -0.50 3.89 2.36 0.00
H 3.38 2.15 3.99 0.00
H 5.02 0.75 3.07 0.00
H 4.21 1.47 1.70 0.00
H 4.79 -0.96 1.46 0.00
H 3.11 -0.57 1.10 0.00
H 3.90 -2.60 2.84 0.00
H 2.30 -1.86 2.77 0.00
H 4.55 -0.93 4.60 0.00
H 3.14 -1.86 5.08 0.00
H 2.87 0.57 5.55 0.00
H 1.63 -0.11 4.51 0.00
C 1.19 -4.65 3.34 0.00
C 0.24 -5.49 2.48 0.00
C 0.02 -4.93 1.06 0.00
C -0.68 -5.99 0.20 0.00
C -0.82 -5.62 -1.27 0.00
C 1.37 -4.63 0.45 0.00
O 2.25 -5.46 0.37 0.00
N 1.58 -3.35 0.02 0.00
C 0.64 -2.32 0.14 0.00
O 1.04 -1.18 -0.20 0.00
N -0.57 -2.51 0.64 0.01
C -0.93 -3.71 1.16 0.00
O -1.99 -3.87 1.74 0.00
H 1.20 -5.00 4.37 0.00
H 0.90 -3.60 3.34 0.00
H 2.21 -4.71 2.95 0.00
H -0.74 -5.52 2.95 0.00
H 0.62 -6.51 2.39 0.00
H -1.66 -6.14 0.64 0.00
H -0.11 -6.93 0.29 0.00
H -1.34 -4.67 -1.41 0.00
H -1.37 -6.39 -1.81 0.00
H 0.16 -5.52 -1.75 0.00
H 2.46 -3.11 -0.40 0.00
```

Entry 4:
Molecular formula: C50H60AsBrN2O8SeSn
Method: DFT, ωB97M-V with the def2-TZVPD basis set

**Gap between HOMO and LUMO**: 6.4197 eV
**Charge**: -2
**Relative energy (zero: lowest compared OMol25 entry of this formula, charge and spin)**: 113.0 kJ/mol

```
124
Properties=species:S:1:pos:R:3:mulliken_charge:R:1
Sn -1.10 0.52 -0.36 2.00
C 0.81 4.64 6.60 -2.20
C 0.70 3.13 6.85 2.09
C -0.40 2.87 7.88 -1.63
C 2.05 2.66 7.41 -1.69
C 0.36 2.37 5.57 -0.10
C -0.03 2.99 4.40 -0.35
C -0.33 2.22 3.29 -0.39
Br -0.96 3.14 1.72 -0.31
C -0.24 0.81 3.22 0.23
O -0.44 0.17 2.13 -0.12
C 0.09 0.19 4.48 -0.78
C 0.38 0.98 5.57 -0.20
C 0.14 -1.33 4.59 2.65
C 1.38 -1.81 3.82 -1.20
C 0.26 -1.83 6.04 -2.55
C -1.15 -1.94 4.02 -1.62
H 1.12 5.15 7.52 0.44
H -0.15 5.05 6.29 0.36
H 1.54 4.85 5.83 0.44
H -0.21 3.43 8.81 0.46
H -0.47 1.82 8.12 0.32
H -1.36 3.19 7.48 0.34
H 2.30 3.21 8.32 0.47
H 2.84 2.83 6.68 0.36
H 2.04 1.60 7.66 0.31
H -0.12 4.06 4.31 0.41
H 0.63 0.49 6.50 0.31
H 2.29 -1.50 4.35 0.37
H 1.41 -1.39 2.83 -0.12
H 1.39 -2.90 3.73 0.44
H 1.21 -1.55 6.49 0.37
H 0.19 -2.92 6.04 0.49
H -0.55 -1.44 6.65 0.44
H -1.34 -1.58 3.02 0.22
H -1.99 -1.64 4.64 0.41
H -1.08 -3.02 4.00 0.45
O 1.56 1.32 -0.99 -0.65
H 1.19 0.95 -1.80 0.00
H 1.58 2.28 -1.16 0.28
O 0.29 -2.47 0.93 -0.14
H 0.12 -1.64 1.39 -0.31
H -0.57 -2.73 0.59 0.05
O -0.35 0.62 -4.85 -0.66
C -0.87 0.48 -3.77 -0.38
O -0.34 0.11 -2.69 0.32
H -1.98 0.70 -3.69 0.13
C -0.42 6.62 -0.52 -1.11
C 0.10 6.55 -1.95 -1.38
C -0.46 5.32 -2.69 2.60
C 0.08 5.32 -4.13 -1.49
C -0.40 4.15 -4.97 -1.03
C -1.97 5.42 -2.76 -0.12
O -2.55 6.39 -3.21 -0.72
N -2.65 4.33 -2.32 0.18
C -2.08 3.19 -1.72 -0.18
O -2.86 2.32 -1.33 -0.74
N -0.78 3.11 -1.58 1.02
C 0.07 4.05 -1.99 -0.61
O 1.28 3.95 -1.83 -0.89
H 0.02 7.47 0.01 0.49
H -0.17 5.71 0.02 0.16
H -1.50 6.73 -0.51 0.26
H 1.19 6.47 -1.94 0.47
H -0.19 7.46 -2.50 0.41
H 1.17 5.30 -4.07 0.46
H -0.22 6.26 -4.61 0.42
H -0.06 3.19 -4.57 0.08
H -0.02 4.24 -5.99 0.49
H -1.49 4.12 -5.02 0.25
H -3.66 4.33 -2.39 0.26
C 2.60 -6.17 -0.61 -0.50
C 1.44 -5.76 -1.26 -0.75
C 1.25 -4.42 -1.53 -0.51
C 2.20 -3.47 -1.18 0.78
C 3.34 -3.89 -0.51 -0.41
C 3.54 -5.23 -0.23 -0.67
As 1.75 -1.59 -1.53 0.92
C 1.97 -1.74 -3.45 0.50
C 1.06 -2.24 -4.36 -0.29
C 1.34 -2.21 -5.72 -0.66
C 2.52 -1.65 -6.17 -0.80
C 3.44 -1.14 -5.27 -0.58
C 3.18 -1.19 -3.91 -0.06
C 4.07 -0.73 -2.85 0.65
C 5.34 -0.20 -3.03 -0.63
C 6.09 0.18 -1.93 -0.72
C 5.57 0.05 -0.65 -0.67
C 4.30 -0.47 -0.46 -0.25
C 3.56 -0.88 -1.55 -0.28
H 2.75 -7.22 -0.39 0.35
H 0.69 -6.48 -1.55 0.42
H 0.34 -4.09 -2.02 0.35
H 4.08 -3.16 -0.21 0.27
H 4.43 -5.54 0.30 0.39
H 0.11 -2.62 -4.01 0.39
H 0.62 -2.60 -6.42 0.37
H 2.72 -1.60 -7.24 0.35
H 4.35 -0.68 -5.64 0.33
H 5.75 -0.08 -4.02 0.35
H 7.09 0.58 -2.07 0.36
H 6.16 0.37 0.20 0.40
H 3.87 -0.54 0.53 0.52
C -6.23 -5.93 -3.21 -1.50
C -5.35 -4.92 -2.53 0.89
C -4.50 -5.28 -1.50 -1.06
C -3.73 -4.34 -0.82 0.69
C -2.82 -4.80 0.27 -1.37
C -3.82 -2.98 -1.18 0.07
Se -2.88 -1.63 -0.09 -0.34
C -4.63 -2.61 -2.26 0.93
C -4.71 -1.21 -2.77 -1.44
C -5.38 -3.59 -2.91 -0.87
H -6.04 -6.93 -2.82 0.33
H -6.05 -5.94 -4.29 0.33
H -7.28 -5.70 -3.05 0.32
H -4.43 -6.32 -1.21 0.19
H -2.93 -5.86 0.46 0.38
H -3.03 -4.24 1.19 0.35
H -1.78 -4.59 0.00 0.05
H -4.08 -0.54 -2.20 -0.03
H -5.74 -0.85 -2.72 0.37
H -4.40 -1.18 -3.82 0.36
H -6.01 -3.29 -3.74 0.37
```